Entry from OMol25: a molecular structure, C12H17CuN3O4 (the ωB97M-V functional and the def2-TZVPD basis).

Its lowest unoccupied orbital energy (spin up / spin down) is 0.015 / -0.421 eV. Its energy above the lowest of the compared OMol25 structures with the same formula, charge and spin is 5.9 kcal/mol. Its orbital gap (spin up / spin down) is 8.012 / 7.680 eV. For the largest force on an atom, the calculation gives 0.774 eV/A.

Geometry as ORCA input:
```
! RIJCOSX wB97M-V def2-TZVPD def2/J DEFGRID3
* xyz 0 2
Cu -0.67 0.44 0.27
N -1.45 1.78 1.86
C -1.11 3.14 1.39
C -1.26 3.20 -0.14
O -1.78 4.19 -0.66
N -0.80 2.10 -0.75
C -1.22 1.82 -2.11
C -1.93 0.45 -2.18
O -2.50 0.11 -3.20
O -1.84 -0.27 -1.10
H -2.45 1.64 1.79
H -1.19 1.65 2.83
H -0.08 3.35 1.66
H -1.75 3.91 1.82
H -0.36 1.76 -2.79
H -1.90 2.59 -2.49
O 1.57 0.99 0.71
C 2.45 0.79 -0.40
C 2.60 -0.69 -0.69
C 1.31 -1.37 -1.22
C 0.58 -2.12 -0.13
C 0.66 -3.50 -0.06
C 0.06 -4.17 0.99
C -0.60 -3.43 1.96
C -0.66 -2.06 1.82
N -0.08 -1.42 0.80
H 1.38 1.93 0.76
H 3.43 1.21 -0.16
H 2.05 1.31 -1.28
H 2.94 -1.19 0.21
H 3.38 -0.79 -1.44
H 1.56 -2.06 -2.01
H 0.64 -0.62 -1.64
H 1.18 -4.05 -0.83
H 0.11 -5.25 1.06
H -1.08 -3.91 2.81
H -1.18 -1.45 2.54
*
```